{"formula": "C4H9NO2", "method": "the ωB97M-V functional and the def2-TZVPD basis", "elements": ["N", "C", "O", "C", "C", "C", "O", "H", "H", "H", "H", "H", "H", "H", "H", "H"], "coordinates": [[1.340, 0.498, 1.360], [1.271, -0.796, 0.948], [1.859, -1.705, 1.509], [0.391, -1.055, -0.277], [-1.033, -0.495, -0.139], [-1.283, 0.822, -0.885], [-0.233, 1.766, -0.694], [1.849, 0.692, 2.209], [0.790, 1.223, 0.911], [0.893, -0.676, -1.187], [0.359, -2.142, -0.367], [-1.756, -1.217, -0.533], [-1.263, -0.363, 0.926], [-1.457, 0.619, -1.953], [-2.208, 1.284, -0.518], [0.482, 1.545, -1.310]], "atomic_forces_ev_per_a": [[0.0, 0.0, 0.1], [0.1, -0.1, 0.0], [-0.1, 0.3, -0.1], [0.1, -0.2, -0.1], [-0.2, 0.1, 0.0], [-0.4, -0.3, 0.0], [0.1, 0.1, -0.4], [-0.1, 0.0, -0.1], [0.1, -0.2, 0.1], [-0.1, -0.1, 0.3], [0.0, 0.1, 0.0], [0.1, 0.0, 0.1], [0.0, 0.0, -0.2], [0.3, 0.1, 0.2], [0.3, 0.0, 0.0], [-0.2, 0.2, 0.2]], "e_tot_ev": -9879.43184, "spin_multiplicity": 1, "de_lowest_kcal_mol": 14.5, "e_homo_ha": -0.3521, "orbital_gap_ev": 10.3}

---

{"formula": "C4H9NO2", "method": "the ωB97M-V functional and the def2-TZVPD basis", "elements": ["C", "C", "O", "C", "N", "C", "O", "H", "H", "H", "H", "H", "H", "H", "H", "H"], "coordinates": [[1.530, -1.104, -1.111], [0.315, -0.347, -0.600], [-0.870, -1.227, -0.709], [0.509, 0.131, 0.788], [-0.265, 1.248, 1.169], [-1.531, 1.476, 0.959], [-2.356, 0.656, 0.341], [2.389, -0.433, -1.208], [1.321, -1.555, -2.085], [1.799, -1.900, -0.408], [0.050, 0.452, -1.314], [-0.762, -1.843, 0.034], [-1.883, -0.143, -0.047], [1.536, 0.245, 1.119], [0.192, 1.958, 1.730], [-1.975, 2.388, 1.341]], "atomic_forces_ev_per_a": [[0.1, 0.0, 0.0], [0.1, 0.0, -0.1], [0.0, -0.1, 0.2], [0.1, 0.1, 0.0], [-0.3, 0.1, 0.0], [0.1, 0.1, 0.0], [0.2, 0.0, 0.0], [-0.1, -0.1, 0.0], [0.0, 0.1, 0.1], [0.0, 0.1, -0.1], [0.1, -0.1, 0.1], [0.0, 0.1, -0.1], [0.0, 0.0, 0.0], [-0.1, 0.0, -0.1], [-0.1, -0.1, -0.1], [0.1, -0.1, 0.0]], "e_tot_ev": -9876.95960, "spin_multiplicity": 1, "de_lowest_kcal_mol": 71.5, "e_homo_ha": -0.2450, "orbital_gap_ev": 7.4}

---

{"formula": "C4H9NO2", "method": "the ωB97M-V functional and the def2-TZVPD basis", "elements": ["N", "C", "C", "C", "C", "O", "O", "H", "H", "H", "H", "H", "H", "H", "H", "H"], "coordinates": [[-0.515, -1.407, -2.065], [0.374, -0.509, -1.368], [0.450, -0.685, 0.193], [-0.533, 0.148, 0.968], [-0.086, 1.601, 1.049], [0.037, 2.364, 0.141], [0.293, 1.915, 2.322], [-0.269, -2.379, -2.112], [-1.416, -1.395, -1.593], [0.023, 0.512, -1.530], [1.391, -0.567, -1.752], [1.476, -0.588, 0.548], [0.261, -1.761, 0.303], [-0.546, -0.176, 2.012], [-1.556, 0.093, 0.602], [0.617, 2.834, 2.281]], "atomic_forces_ev_per_a": [[-1.0, 0.2, 0.0], [0.5, 0.6, 1.1], [0.2, -1.4, -1.6], [0.0, 0.5, 1.3], [0.3, -0.8, 0.6], [-0.1, 0.5, -0.5], [-0.1, 0.4, -0.4], [0.7, -0.2, 0.2], [0.0, 0.1, -0.3], [0.1, 0.0, -0.3], [-0.1, -0.1, -0.3], [0.0, 0.5, 0.1], [-0.3, 0.2, 0.5], [-0.2, -0.2, -0.1], [0.0, 0.0, -0.3], [-0.1, -0.3, 0.1]], "e_tot_ev": -9879.23800, "spin_multiplicity": 1, "de_lowest_kcal_mol": 19.0, "e_homo_ha": -0.3387, "orbital_gap_ev": 10.0}

---

{"formula": "C4H9NO2", "method": "the ωB97M-V functional and the def2-TZVPD basis", "elements": ["C", "C", "C", "N", "O", "H", "H", "H", "H", "H", "H", "H", "C", "O", "H", "H"], "coordinates": [[-1.331, -1.139, 0.677], [-0.103, -1.551, 0.370], [1.152, -0.992, 0.964], [1.116, 0.326, 1.324], [2.121, -1.710, 1.149], [-2.210, -1.639, 0.277], [-1.502, -0.323, 1.376], [0.062, -2.414, -0.271], [2.002, 0.701, 1.629], [0.499, 0.968, 0.841], [2.186, 1.032, -1.775], [1.592, 1.342, -1.443], [-1.390, 1.345, -1.247], [-0.725, 1.998, -0.479], [-0.939, 0.679, -2.005], [-2.495, 1.387, -1.233]], "atomic_forces_ev_per_a": [[0.2, -0.1, 0.0], [-0.3, 0.0, 0.0], [0.2, 0.0, 0.1], [0.1, 0.0, -0.1], [-0.3, 0.2, -0.1], [0.1, 0.1, 0.0], [0.1, -0.1, -0.1], [0.0, 0.1, 0.1], [-0.1, 0.0, 0.0], [0.1, -0.2, 0.1], [-0.1, 0.0, 0.0], [0.1, 0.0, -0.1], [0.2, 0.2, 0.2], [-0.4, -0.3, -0.4], [0.0, 0.1, 0.1], [0.1, 0.0, 0.0]], "e_tot_ev": -9877.18552, "spin_multiplicity": 1, "de_lowest_kcal_mol": 66.3, "e_homo_ha": -0.3593, "orbital_gap_ev": 10.0}

---

{"formula": "C4H9NO2", "method": "the ωB97M-V functional and the def2-TZVPD basis", "elements": ["C", "C", "N", "H", "H", "H", "C", "C", "O", "H", "H", "H", "H", "O", "H", "H"], "coordinates": [[2.611, -1.493, 0.836], [1.400, -1.359, 0.200], [0.509, -1.137, -0.470], [2.949, -0.557, 1.154], [3.416, -2.050, 0.128], [2.636, -2.165, 1.746], [-2.445, 0.082, -1.116], [-1.261, 0.974, -1.281], [-0.574, 1.428, -0.422], [-2.074, -0.788, -0.522], [-2.932, -0.216, -2.158], [-3.097, 0.600, -0.370], [-1.057, 1.254, -2.362], [0.311, 1.468, 2.511], [-0.012, 2.340, 2.989], [-0.022, 1.534, 1.594]], "atomic_forces_ev_per_a": [[4.3, -4.0, 0.9], [-1.4, 0.1, -1.1], [-1.2, -0.2, -0.6], [0.8, 1.5, 0.3], [-1.9, 1.6, 1.4], [-0.5, 0.8, -0.9], [-0.6, -0.8, 0.0], [-0.4, 0.2, -2.3], [0.3, 0.5, 1.1], [-0.3, 0.3, -0.8], [0.9, 0.7, 2.6], [-0.1, -0.4, -1.0], [0.1, -0.2, 0.6], [-1.0, 2.6, 1.2], [1.0, -2.8, -1.7], [0.1, 0.0, 0.4]], "e_tot_ev": -9877.43021, "spin_multiplicity": 1, "de_lowest_kcal_mol": 60.7, "e_homo_ha": -0.3577, "orbital_gap_ev": 10.6}

---

{"formula": "C4H9NO2", "method": "the ωB97M-V functional and the def2-TZVPD basis", "elements": ["C", "C", "N", "C", "O", "H", "H", "H", "H", "H", "H", "H", "C", "O", "H", "H"], "coordinates": [[-1.788, 0.778, 0.586], [-1.560, -0.680, 0.211], [-0.312, -0.906, -0.496], [0.853, -1.077, 0.178], [0.990, -1.161, 1.380], [-1.799, 1.417, -0.303], [-2.749, 0.890, 1.099], [-0.991, 1.130, 1.248], [-1.527, -1.308, 1.105], [-2.367, -1.055, -0.427], [-0.233, -0.517, -1.426], [1.710, -1.168, -0.523], [2.444, 0.909, -0.770], [1.450, 1.537, -0.503], [2.705, 0.641, -1.814], [3.135, 0.529, 0.004]], "atomic_forces_ev_per_a": [[0.0, 0.1, 0.0], [-0.2, -0.1, 0.1], [0.1, 0.0, 0.1], [0.0, -0.2, 0.0], [-0.1, -0.1, -0.3], [0.0, -0.1, 0.1], [0.1, 0.0, -0.1], [-0.1, 0.0, -0.1], [0.0, 0.1, -0.1], [0.1, 0.1, 0.1], [0.0, -0.2, 0.1], [-0.2, -0.2, 0.2], [-0.2, 0.4, 0.0], [0.6, 0.0, -0.3], [0.0, 0.1, 0.0], [-0.1, 0.2, 0.0]], "e_tot_ev": -9878.14775, "spin_multiplicity": 1, "de_lowest_kcal_mol": 44.1, "e_homo_ha": -0.3597, "orbital_gap_ev": 10.4}